120
Properties=species:S:1:pos:R:3:forces:R:3 method="wB97M-V/def2-TZVPD" e_homo_ev=-10.05 gap_ev=9.544 energy_ev=-83193.8756 total_charge=0
H 2.361 -0.963 4.996 0.8 -0.6 1.0
H 3.545 -0.698 4.258 0.5 -0.5 2.0
O 3.336 -1.028 5.196 -0.7 1.7 -2.5
H 0.017 -3.675 3.224 -0.6 -0.3 0.5
H -1.207 -4.484 3.815 -0.3 0.4 0.4
O -0.545 -4.456 3.136 1.0 -0.9 -0.5
H -5.464 -0.544 4.391 0.3 -1.9 -0.6
H -5.073 -0.673 2.997 0.0 -1.3 0.6
O -5.211 -1.298 3.766 -0.4 3.3 0.1
H 3.170 4.031 2.676 -0.5 0.0 -1.0
H 2.621 3.774 1.118 0.4 1.1 0.3
O 3.127 3.469 1.884 1.0 -1.1 0.6
H 0.394 -1.290 -4.490 -0.8 2.1 0.8
H -0.591 -0.441 -3.540 1.3 -0.2 -0.8
O 0.177 -0.358 -4.158 -0.2 -0.8 0.7
H -0.845 2.344 0.239 -0.1 -0.8 -0.8
O -0.766 2.477 -0.721 -0.1 0.6 -0.5
H -6.696 -0.041 -1.086 0.3 0.7 0.0
O -6.401 0.884 -1.190 1.0 -0.8 0.6
H 5.530 -1.539 -0.701 0.2 1.2 -0.2
H 6.069 -0.034 -0.436 -0.6 -0.6 0.1
O 6.298 -0.941 -0.697 0.6 -0.6 -0.2
H -4.338 2.289 -0.447 -0.8 0.2 1.6
H -3.322 2.126 -1.448 -0.1 0.8 -0.4
O -4.111 2.676 -1.273 1.2 -0.6 -1.0
H -1.616 5.263 1.370 0.5 -0.1 0.1
H -0.506 5.694 2.403 0.4 -0.5 -0.4
O -1.431 5.742 2.177 -1.2 0.9 0.6
H 2.385 -1.489 0.537 1.0 0.2 -0.4
H 2.519 -3.025 0.171 1.1 -0.3 -0.7
O 2.030 -2.368 0.627 -3.1 0.3 1.2
H -0.001 -1.877 -6.280 0.1 0.6 -0.3
O 0.899 -1.551 -6.150 1.0 -0.6 -0.8
H 3.652 0.634 0.931 -0.7 1.4 0.4
H 3.720 0.084 -0.585 -1.3 1.1 -2.3
O 3.957 0.018 0.303 1.0 -2.6 1.9
H -1.802 -0.776 0.820 0.3 -0.4 -0.3
H -2.262 0.027 -0.427 -0.2 -0.6 -1.4
O -1.922 0.094 0.435 -1.6 1.9 3.4
H 0.982 2.908 3.462 -0.9 -0.9 1.2
H 1.021 2.430 4.952 -1.1 -0.3 -1.5
O 0.484 2.322 4.111 2.3 1.6 0.3
H 4.868 1.933 4.487 0.1 -0.1 0.1
H 3.491 1.589 5.015 -0.5 -0.9 1.2
O 3.931 1.986 4.288 0.4 0.8 -1.2
H -0.669 -1.396 -1.599 0.4 -2.4 -1.2
H 0.260 -0.742 -0.443 0.6 -1.0 0.5
O -0.434 -0.675 -1.078 0.4 2.9 -0.9
H 1.872 -5.231 -2.633 -0.3 0.6 0.7
H 1.395 -4.853 -3.927 -0.2 0.0 -1.2
O 1.412 -4.486 -3.053 1.6 -0.5 0.0
H -2.436 -1.390 -3.067 0.7 -1.5 -0.9
O -1.696 -2.045 -3.288 0.3 2.1 0.3
H -2.580 1.853 4.798 0.5 -0.2 -0.5
H -1.324 2.108 3.900 0.0 -0.1 0.5
O -1.994 1.446 4.133 -0.9 0.0 0.1
H -0.394 5.463 -1.051 0.7 0.3 0.4
O 0.358 5.458 -0.421 -2.0 0.1 -1.2
H -4.383 -1.011 -3.250 0.4 0.1 -0.4
H -3.724 0.233 -3.906 -0.3 0.4 -0.1
O -3.703 -0.723 -3.896 -0.7 0.5 0.4
H 3.556 -1.908 -3.680 0.6 -0.2 -0.4
H 2.091 -1.905 -3.362 -0.4 -0.1 0.1
O 2.952 -1.964 -2.950 0.1 0.1 0.4
H -0.171 -3.864 -3.462 -3.2 -3.4 -0.3
H -1.724 -4.075 -3.318 -1.3 -0.3 -0.5
O -0.999 -4.586 -3.626 3.4 2.2 -0.1
H -4.906 -1.926 0.608 -0.7 -0.8 -1.5
H -6.304 -2.040 0.041 -1.0 -0.1 0.2
O -5.409 -2.188 -0.228 1.3 0.9 2.3
H 2.258 2.980 -1.495 0.3 -0.3 -0.6
H 1.355 4.174 -1.157 0.1 -0.3 0.0
O 2.028 3.588 -0.796 0.6 -0.2 0.4
H 2.292 -2.553 3.697 1.3 -0.8 0.3
H 1.108 -2.051 3.070 -0.7 0.7 -0.6
O 1.490 -2.121 3.942 -1.3 -0.2 -0.4
H 2.300 3.191 -4.841 -0.1 0.2 -0.5
H 2.707 2.075 -3.921 0.3 -0.4 0.0
O 2.601 3.023 -3.954 -0.2 0.6 0.5
H 3.782 -0.380 -5.131 -0.7 1.9 -0.4
H 2.821 0.549 -6.020 1.4 -0.2 1.4
O 3.451 0.564 -5.238 -0.6 -1.7 -1.0
H 4.174 2.321 0.311 1.4 0.0 -0.8
H 5.020 2.834 1.290 0.7 0.4 0.4
O 5.152 2.385 0.451 -1.5 0.1 0.0
H -0.405 -5.885 -0.524 0.9 0.5 0.3
H -1.156 -5.174 -1.508 1.6 0.6 -0.3
O -0.249 -5.107 -1.097 -2.5 -1.3 0.7
H -3.584 3.295 2.731 1.5 -0.2 0.4
O -3.927 3.958 3.308 -3.3 0.2 -1.1
H -4.751 -2.854 -1.559 0.7 0.4 -0.3
H -4.620 -3.351 -2.992 0.9 0.9 0.5
O -4.168 -2.738 -2.353 -1.6 -1.8 -0.5
H -1.838 -2.846 -2.822 -0.7 0.0 1.2
H -0.779 1.659 -1.251 0.1 0.1 1.2
H 1.002 6.114 -0.642 0.4 0.8 -0.3
H -5.514 0.913 -0.741 -1.6 -0.1 -0.8
H 0.980 -0.593 -6.315 -0.9 -0.8 0.1
H -3.521 4.365 4.039 1.8 0.0 0.7
O -2.978 -2.932 2.691 -1.2 0.5 1.4
H -2.805 -2.305 3.434 -0.3 -0.6 -1.0
H -2.476 -2.619 1.949 0.8 0.1 0.1
O 0.949 0.417 1.987 1.3 -1.4 -1.0
H 1.340 1.077 1.408 -0.4 0.3 0.3
H 0.217 0.735 2.485 -0.7 0.9 0.5
O 2.340 0.746 -2.065 -0.1 0.1 -0.8
H 1.489 0.919 -1.624 0.2 -0.3 -0.8
H 2.178 0.429 -3.005 -0.3 0.2 1.9
O -0.796 -2.598 1.301 1.1 0.2 -1.7
H 0.189 -2.557 1.167 -0.7 0.2 -0.1
H -1.028 -3.198 0.561 0.2 0.1 0.6
O -5.077 1.230 1.932 -0.5 -0.5 -0.9
H -4.264 0.901 1.509 0.2 0.4 1.2
H -4.999 1.586 2.827 0.8 0.0 -0.4
O 0.704 4.161 1.614 -1.1 0.0 -0.5
H 0.462 4.445 0.665 0.6 -0.7 1.9
H 1.122 3.297 1.595 -0.2 0.1 -0.3
O 4.439 -2.500 1.215 1.6 0.0 0.3
H 5.292 -2.145 0.873 -0.7 -0.3 0.7
H 4.219 -1.897 1.946 0.1 -0.3 -0.6

---

120
Properties=species:S:1:pos:R:3:forces:R:3 method="wB97M-V/def2-TZVPD" e_homo_ev=-10.56 gap_ev=10.130 energy_ev=-83196.4624 total_charge=0
H -0.666 2.947 -2.119 -1.3 -0.2 0.8
H 0.592 3.236 -0.912 -1.4 -0.2 -0.3
O 0.226 3.009 -1.832 2.4 -0.3 -0.8
H -5.529 0.530 -3.967 0.8 -0.1 -0.3
H -5.130 0.127 -2.645 0.4 -0.5 1.0
O -4.712 0.286 -3.488 -1.2 0.6 -0.8
H 5.052 -0.625 2.075 1.2 -0.2 0.0
H 4.945 0.626 1.473 -1.5 2.2 -0.7
O 5.643 0.059 1.689 0.8 -2.1 0.8
H -3.744 -4.818 -2.201 0.2 0.3 -1.9
H -2.942 -4.155 -3.300 0.7 0.9 -0.2
O -3.600 -4.822 -3.191 -0.9 -1.0 1.7
H 2.398 2.975 4.750 -0.1 0.6 -0.1
H 2.972 1.762 5.465 -0.1 0.0 -0.1
O 2.520 2.036 4.657 0.1 -0.7 0.0
H -1.343 3.304 0.160 0.4 0.1 0.4
O -1.449 4.268 0.215 -0.9 -0.3 -0.3
H 0.592 -4.296 0.980 -1.5 0.2 1.6
O -0.160 -4.695 1.491 0.5 -0.8 -2.5
H 2.467 -3.014 0.292 0.6 0.1 -0.2
H 2.871 -1.535 0.201 0.4 -1.7 0.9
O 3.143 -2.407 0.646 -1.0 1.2 -1.3
H -1.297 3.107 3.811 -0.4 1.4 1.7
H -2.364 3.851 4.692 1.0 -0.1 0.1
O -1.405 3.651 4.666 -0.4 -0.9 -1.8
H -0.758 -2.353 0.789 0.9 0.4 0.7
H 0.578 -1.818 0.334 -0.1 0.0 0.9
O 0.067 -1.944 1.167 -0.8 -0.3 -1.8
H 2.171 1.122 -6.169 -0.3 -0.7 -0.3
H 1.681 0.585 -4.681 0.5 -0.2 -0.9
O 2.108 1.275 -5.234 -0.2 0.9 1.0
H 5.549 1.231 -0.346 -1.1 1.8 -0.6
O 5.367 2.235 -0.468 1.4 -2.9 0.6
H -0.018 -2.928 5.224 0.2 0.2 0.2
H -1.340 -2.737 5.896 -0.6 0.1 0.9
O -0.952 -2.805 5.039 0.1 -0.5 -0.9
H 0.755 -2.312 3.665 0.7 0.5 -0.9
H 1.862 -1.118 3.690 0.8 -0.2 -0.9
O 1.073 -1.489 4.046 -1.2 0.1 1.4
H -0.875 -2.361 -3.776 -0.1 -0.4 1.1
H -0.823 -3.363 -2.571 0.3 -0.1 -0.3
O -1.173 -2.512 -2.852 -0.1 0.2 -0.6
H -3.306 2.727 3.139 0.8 -0.3 -1.7
H -2.790 3.795 2.186 0.3 0.2 -0.6
O -2.747 2.841 2.308 -1.4 -0.3 2.0
H -3.195 -3.983 0.387 -0.1 0.1 0.5
H -3.742 -5.295 -0.282 0.6 0.9 0.3
O -3.269 -4.446 -0.443 -0.5 -1.2 -0.5
H -0.534 4.476 -4.360 -1.2 1.6 1.7
H -0.398 4.346 -2.938 1.1 -0.5 1.5
O -0.810 4.978 -3.506 0.8 -0.4 -3.3
H 1.729 5.354 -1.397 -0.3 0.5 0.4
O 2.215 5.712 -0.629 -0.2 0.1 -0.8
H 4.710 -3.265 -2.915 -0.3 1.1 0.2
H 4.690 -1.831 -2.217 0.5 -0.3 -0.3
O 4.269 -2.389 -2.891 -0.6 -1.1 -0.9
H -4.438 -0.548 2.961 -0.4 0.5 0.9
O -4.572 -0.008 3.774 0.2 -0.2 -0.5
H 1.976 -5.268 -1.441 -0.1 0.4 0.0
H 1.513 -5.238 0.004 0.1 -0.6 0.1
O 1.545 -4.698 -0.786 0.2 0.0 -0.2
H -0.423 0.407 -0.200 -1.3 0.7 0.7
H -0.096 0.787 1.344 0.0 -0.8 0.8
O -0.274 1.119 0.478 0.1 0.5 -0.7
H -0.548 1.755 -4.332 -0.5 -0.7 -1.2
H -2.257 2.180 -4.336 0.4 -1.2 -1.2
O -1.347 2.186 -4.049 0.1 1.7 2.2
H -0.817 -0.846 -1.790 0.9 -1.5 -1.8
H -0.777 0.795 -2.103 1.0 -0.1 -1.0
O -1.114 0.027 -1.661 -1.5 1.4 2.0
H -3.568 0.272 -0.042 0.2 0.3 0.6
H -3.423 0.699 -1.501 0.2 0.2 -0.2
O -3.734 -0.005 -0.933 -0.6 -0.5 -0.1
H 2.384 -0.070 -2.877 -1.0 -0.7 -0.2
H 2.542 -1.153 -3.874 0.5 -0.8 -0.2
O 1.841 -0.700 -3.412 0.3 1.2 0.5
H 1.675 4.555 0.438 -0.3 -2.8 -1.4
H 0.860 3.661 1.185 -0.3 -1.3 -0.3
O 1.369 3.526 0.361 0.8 3.3 2.3
H 0.988 -0.002 -0.321 0.1 1.4 0.6
H 2.569 0.318 -0.435 -0.5 0.5 -0.2
O 1.835 -0.264 -0.655 1.6 -1.4 -0.9
H 0.622 5.290 3.970 -0.3 0.0 0.0
H 0.171 5.430 2.506 -0.5 0.3 -0.1
O 0.877 5.107 3.062 0.6 -0.3 0.0
H 2.920 1.184 2.605 -0.6 0.6 -0.1
H 2.438 0.900 1.082 -1.0 0.9 0.5
O 3.075 0.745 1.764 1.0 -1.1 0.4
H 1.539 -4.611 -5.082 -0.2 0.5 -0.1
O 1.041 -3.910 -4.636 0.0 -0.3 0.2
H 4.429 -3.330 2.627 -0.3 -1.1 -0.7
H 3.496 -2.094 2.747 0.0 -0.5 -0.5
O 4.366 -2.450 2.938 0.6 1.7 1.6
H 3.025 5.212 -0.737 0.8 0.0 0.2
H -2.147 4.351 -0.491 0.5 0.1 0.7
H -3.762 -0.247 4.248 -0.3 0.1 0.1
H -0.193 -4.442 2.392 0.5 0.7 1.2
H 6.262 2.447 -0.156 -0.3 0.9 -0.1
H 1.024 -3.131 -5.199 0.3 -0.2 -0.2
O 5.801 -1.271 -1.186 -1.5 0.3 1.1
H 5.429 -1.878 -0.505 0.8 0.6 -0.2
H 6.685 -1.504 -1.411 1.0 -0.5 0.0
O -4.878 2.933 -1.011 -0.5 -0.3 0.3
H -4.806 2.875 -0.036 -0.5 -0.1 -0.9
H -5.768 2.674 -1.322 0.7 0.1 0.9
O -2.894 4.145 -2.016 1.6 1.4 -0.5
H -2.946 3.401 -2.619 -0.2 -0.1 0.1
H -2.104 4.669 -2.377 -1.7 -0.8 0.0
O -2.778 -1.104 2.291 0.1 -1.1 -0.4
H -1.979 -1.611 2.481 0.0 0.3 0.1
H -2.537 -0.187 2.238 0.6 0.7 -0.1
O -1.130 -6.619 -1.424 -0.5 -1.7 -1.2
H -1.614 -5.819 -1.538 -0.3 1.0 0.2
H -0.446 -6.525 -0.792 0.7 0.7 1.0
O -0.703 1.679 6.606 -0.4 -0.5 -1.0
H -1.592 1.435 6.268 0.8 0.3 0.5
H -0.228 1.867 5.769 -0.3 0.0 0.8
O -5.542 -2.029 -0.822 -2.0 0.1 0.5
H -4.894 -1.341 -0.839 1.1 0.5 -0.2
H -5.144 -2.860 -0.998 0.8 -0.8 -0.3